A cluster of 2 separate species, C2H4N2O in total in a non-equilibrium geometry, computed with ωB97M-V/def2-TZVPD.

CARTESIAN COORDINATES (ANGSTROEM)
C (1.26731, 0.95446, 0.13884)
C (-1.39422, -1.23830, -0.78434)
N (0.90417, 1.03494, 1.33634)
N (0.58336, 1.13503, 2.41296)
O (-1.34299, -1.20271, 0.40580)
H (0.84958, 1.62697, -0.58545)
H (1.96719, 0.20206, -0.16092)
H (-0.74078, -0.62435, -1.42743)
H (-2.09362, -1.88811, -1.33580)

Atoms 1-2, force components in eV/Å:
0.66 -0.14 -2.46
0.00 -0.02 -0.63

Properties
electronic energy = -7163.4993 eV
gap between HOMO and LUMO = 9.4 eV
HOMO = -0.3135 hartree
energy relative to the best compared isomer or geometry (same formula, charge and spin) = 2.9803 eV

Here are the Mulliken charges for atoms 1 to 2, given in e: number 1, C, carries -0.519; number 2, C, carries -0.050



The molecule C2H4N2O, computed with ωB97M-V/def2-TZVPD.

CARTESIAN COORDINATES (ANGSTROEM)
H (-1.58964, 1.55433, 1.44983)
N (-0.72258, 1.02616, 1.35792)
C (-0.79808, 0.18596, 0.41705)
N (0.29719, -0.65841, 0.12642)
C (1.01380, -0.46187, -1.03677)
O (2.16707, -0.78569, -1.17919)
H (-1.66752, 0.01183, -0.22625)
H (0.87918, -0.90576, 0.91860)
H (0.42060, 0.03345, -1.82762)

Atoms 1-2, force components in eV/Å:
0.01 -0.16 0.04
-0.17 -0.33 -0.23

Properties
electronic energy = -7166.1483 eV
gap between HOMO and LUMO = 11.2 eV
HOMO = -0.3778 hartree
energy relative to the best compared isomer or geometry (same formula, charge and spin) = 0.3314 eV

Here are the Mulliken charges for atoms 1 to 2, given in e: number 1, H, carries 0.266; number 2, N, carries -0.596



The molecule C2H4N2O in a non-equilibrium geometry, computed with ωB97M-V/def2-TZVPD.

CARTESIAN COORDINATES (ANGSTROEM)
O (-0.63939, -0.82535, 2.43514)
C (-0.53374, -0.47582, 1.27869)
C (0.73044, -0.18653, 0.39829)
N (-0.24748, -0.00140, -0.69195)
N (-1.33373, -0.16126, 0.22509)
H (1.57858, 0.49852, 0.31678)
H (1.13746, -1.20480, 0.26694)
H (-0.26134, 0.99621, -0.98268)
H (-2.39635, -0.19636, 0.02518)

Atoms 1-2, force components in eV/Å:
-0.68 0.03 -1.42
1.34 1.33 2.65

Properties
electronic energy = -7164.2347 eV
gap between HOMO and LUMO = 9.9 eV
HOMO = -0.3313 hartree
energy relative to the best compared isomer or geometry (same formula, charge and spin) = 2.2449 eV

Here are the Mulliken charges for atoms 1 to 2, given in e: number 1, O, carries -0.593; number 2, C, carries 0.361



A structure of composition C2H4N2O in a non-equilibrium geometry, computed with ωB97M-V/def2-TZVPD.

CARTESIAN COORDINATES (ANGSTROEM)
N (-0.87298, 1.28067, 1.46691)
C (-0.51042, 0.84067, 0.34074)
N (0.18994, -0.36438, 0.25784)
C (0.54384, -0.79265, -0.93774)
O (1.20624, -1.94794, -0.99940)
H (-1.36732, 2.16161, 1.35675)
H (-0.67531, 1.29350, -0.64413)
H (0.40140, -0.86685, 1.11336)
H (1.08461, -1.60463, -1.95433)

Atoms 1-2, force components in eV/Å:
0.01 0.03 -0.22
-0.14 0.20 0.35

Properties
electronic energy = -7163.9342 eV
gap between HOMO and LUMO = 10.3 eV
HOMO = -0.3386 hartree
energy relative to the best compared isomer or geometry (same formula, charge and spin) = 2.5454 eV

Here are the Mulliken charges for atoms 1 to 2, given in e: number 1, N, carries -0.597; number 2, C, carries 0.147



A cluster of 2 separate species, C2H4N2O2 in total in a non-equilibrium geometry, computed with ωB97M-V/def2-TZVPD.

CARTESIAN COORDINATES (ANGSTROEM)
C (0.77977, 0.28002, -0.37145)
C (-0.34886, -1.62481, 0.95859)
N (0.28198, 1.53531, -0.41702)
N (-0.51608, 1.84052, -1.39071)
O (-1.00767, 3.09934, -1.28215)
O (0.35714, -2.65660, 0.93478)
H (1.63780, 0.17483, 0.32461)
H (0.44529, -0.26614, -1.17109)
H (-0.32583, -0.94972, 1.92471)
H (-1.30355, -1.43275, 0.48973)

Atoms 1-2, force components in eV/Å:
0.18 1.65 2.09
0.44 2.28 2.60

Properties
total charge = -2
electronic energy = -9206.6398 eV
gap between HOMO and LUMO (spin up / spin down) = 4.8 / 4.1 eV
HOMO (spin up / spin down) = 0.0827 / 0.1162 hartree
energy relative to the best compared isomer or geometry (same formula, charge and spin) = 1.7902 eV

Here are the Mulliken charges for atoms 1 to 2, given in e: number 1, C, carries -1.020; number 2, C, carries -0.365



The molecule C2H4N2O2 in a non-equilibrium geometry, computed with ωB97M-V/def2-TZVPD.

CARTESIAN COORDINATES (ANGSTROEM)
N (-0.53264, 1.28968, 0.98509)
N (-0.87559, -0.00212, 1.22832)
C (-0.43070, -0.96564, 0.73288)
O (0.53835, -1.18313, -0.31240)
C (1.01272, -0.15961, -1.13147)
O (0.30256, 0.73239, -1.49252)
H (-1.02562, 1.93784, 1.75233)
H (-0.38599, 1.55551, 0.12558)
H (-0.97649, -1.83367, 1.08674)
H (2.02632, -0.31521, -1.62763)

Atoms 1-2, force components in eV/Å:
-2.09 0.16 9.14
-2.29 7.20 2.98

Properties
electronic energy = -9211.1894 eV
gap between HOMO and LUMO = 9.9 eV
HOMO = -0.3292 hartree
energy relative to the best compared isomer or geometry (same formula, charge and spin) = 4.0335 eV

Here are the Mulliken charges for atoms 1 to 2, given in e: number 1, N, carries -0.331; number 2, N, carries -0.158



The molecule C2H4N2O2 in a non-equilibrium geometry, computed with ωB97M-V/def2-TZVPD.

CARTESIAN COORDINATES (ANGSTROEM)
N (-0.08703, 1.46105, -0.23791)
N (0.05479, 0.16676, 0.01064)
C (1.30416, -0.68060, -0.18086)
O (2.36642, -0.01759, -0.01035)
C (-0.99243, -0.61527, 0.07749)
O (-2.17346, -0.26947, -0.11101)
H (0.47376, 1.72435, 0.62033)
H (-1.18430, 1.72054, 0.07342)
H (1.00272, -1.83131, -0.31669)
H (-0.76464, -1.65845, 0.07493)

Atoms 1-2, force components in eV/Å:
-1.42 4.13 3.10
1.94 -6.64 -0.86

Properties
electronic energy = -9211.1270 eV
gap between HOMO and LUMO = 9.8 eV
HOMO = -0.3562 hartree
energy relative to the best compared isomer or geometry (same formula, charge and spin) = 4.0959 eV

Here are the Mulliken charges for atoms 1 to 2, given in e: number 1, N, carries -0.719; number 2, N, carries 0.446



A cluster of 2 separate species, C2H4N2O2 in total in a non-equilibrium geometry, computed with ωB97M-V/def2-TZVPD.

CARTESIAN COORDINATES (ANGSTROEM)
C (0.08343, -2.03279, -1.39666)
C (0.82721, 1.01614, 0.06734)
N (-1.31706, 0.80384, 1.06276)
N (-0.33149, 0.84670, 0.51181)
O (-0.29267, -1.45927, -2.56822)
O (-0.00327, -2.81016, -2.57535)
H (1.07477, -1.80002, -1.00993)
H (1.72673, 1.14275, 0.60388)
H (0.83349, 0.89016, -1.07059)
H (-0.84845, -2.14047, -0.70092)

Atoms 1-2, force components in eV/Å:
-2.25 -0.82 0.99
1.21 -0.52 -4.83

Properties
electronic energy = -9207.4948 eV
gap between HOMO and LUMO = 9.7 eV
HOMO = -0.3303 hartree
energy relative to the best compared isomer or geometry (same formula, charge and spin) = 7.7281 eV

Here are the Mulliken charges for atoms 1 to 2, given in e: number 1, C, carries -0.024; number 2, C, carries -0.458



A cluster of 2 separate species, C2H4N2O2 in total in a non-equilibrium geometry, computed with ωB97M-V/def2-TZVPD.

CARTESIAN COORDINATES (ANGSTROEM)
N (0.74625, -1.92789, -1.71620)
N (-0.01117, -2.70879, -1.51947)
O (-0.78297, -3.53695, -1.30575)
C (0.26909, 1.70398, 0.89961)
C (-0.31139, 0.46526, 0.29009)
O (-0.73796, 0.37312, -0.82570)
H (-0.51405, 2.17833, 1.49455)
H (0.59958, 2.39918, 0.13602)
H (1.09181, 1.45753, 1.56598)
H (-0.34918, -0.40378, 0.98087)

Atoms 1-2, force components in eV/Å:
1.03 0.97 -0.32
1.07 0.94 -0.25

Properties
electronic energy = -9211.6749 eV
gap between HOMO and LUMO = 11.1 eV
HOMO = -0.3691 hartree
energy relative to the best compared isomer or geometry (same formula, charge and spin) = 3.5479 eV

Here are the Mulliken charges for atoms 1 to 2, given in e: number 1, N, carries -0.307; number 2, N, carries 0.851



A cluster of 2 separate species, C2H4N2O2 in total in a non-equilibrium geometry, computed with ωB97M-V/def2-TZVPD.

CARTESIAN COORDINATES (ANGSTROEM)
C (1.32622, 0.43121, 0.65237)
C (1.16063, -0.26644, -0.61790)
N (0.39232, 0.94869, -0.43916)
N (-2.80607, -0.43727, -0.18021)
O (-3.76202, 0.16250, 0.23298)
O (-1.60209, -0.34630, -0.17580)
H (0.65820, 0.03239, 1.48385)
H (2.17107, 0.97813, 1.04240)
H (1.89362, -0.19777, -1.35366)
H (0.56813, -1.30514, -0.64487)

Atoms 1-2, force components in eV/Å:
-2.72 -0.41 1.00
-2.18 -2.39 0.74

Properties
electronic energy = -9206.8906 eV
gap between HOMO and LUMO (spin up / spin down) = 8.4 / 9.8 eV
HOMO (spin up / spin down) = -0.3593 / -0.3715 hartree
energy relative to the best compared isomer or geometry (same formula, charge and spin) = 8.3323 eV

Here are the Mulliken charges for atoms 1 to 2, given in e: number 1, C, carries -0.314; number 2, C, carries -0.169